{"formula": "C4H10N2", "method": "ωB97M-V with the def2-TZVPD basis set", "elements": ["C", "C", "C", "H", "H", "H", "H", "H", "H", "N", "C", "N", "H", "H", "H", "H"], "positions_angstrom": [[2.121, -0.415, 0.156], [2.345, 0.594, 1.219], [1.711, 0.681, 2.393], [3.051, -0.536, -0.416], [1.912, -1.414, 0.535], [1.341, -0.128, -0.553], [3.044, 1.426, 1.117], [1.779, 1.490, 3.102], [0.925, -0.061, 2.549], [-2.670, 0.692, -1.478], [-1.910, -0.243, -0.871], [-1.462, -1.341, -1.374], [-2.578, 1.007, -2.418], [-3.285, 1.272, -0.902], [-1.887, -0.150, 0.220], [-1.328, -2.014, -0.615]], "mulliken_spin": [0.151, -0.001, 0.489, -0.010, -0.114, 0.024, -0.074, -0.165, -0.165, 0.258, 2.409, -0.442, -0.244, -0.795, -0.180, -0.140], "s_squared": 0.751, "gap_ha": [0.1018, 0.3289], "relative_energy_kcal_mol": 20.33, "max_force_ev_per_a": 2.190, "homo_ev": [1.249, -5.089], "charge": -1, "multiplicity": 2}

***

{"formula": "C18H26N2O3", "method": "ωB97M-V with the def2-TZVPD basis set", "elements": ["C", "C", "O", "C", "O", "C", "C", "C", "N", "C", "C", "C", "O", "N", "C", "C", "C", "C", "C", "C", "C", "C", "C", "H", "H", "H", "H", "H", "H", "H", "H", "H", "H", "H", "H", "H", "H", "H", "H", "H", "H", "H", "H", "H", "H", "H", "H", "H", "H"], "positions_angstrom": [[-6.162, -0.661, -1.502], [-5.618, 0.101, -0.303], [-4.208, -0.088, -0.162], [-3.803, -1.195, 0.464], [-4.558, -2.005, 0.938], [-2.291, -1.328, 0.552], [-1.567, -1.112, -0.781], [-1.441, 0.360, -1.165], [-0.813, 1.116, -0.091], [-0.487, 2.482, -0.485], [0.649, 3.080, 0.351], [2.004, 2.412, 0.123], [3.014, 3.058, -0.062], [1.926, 1.060, 0.192], [2.940, 0.112, 0.057], [4.277, 0.443, -0.141], [5.225, -0.556, -0.254], [4.879, -1.899, -0.175], [5.913, -2.974, -0.323], [3.542, -2.221, 0.025], [2.585, -1.233, 0.140], [-1.646, 1.059, 1.101], [-1.719, -0.375, 1.612], [-5.639, -0.363, -2.408], [-6.031, -1.730, -1.352], [-7.221, -0.450, -1.618], [-6.113, -0.234, 0.615], [-5.750, 1.178, -0.426], [-2.124, -2.358, 0.886], [-2.083, -1.647, -1.579], [-0.564, -1.533, -0.690], [-0.808, 0.435, -2.054], [-2.432, 0.770, -1.410], [-1.372, 3.136, -0.413], [-0.171, 2.467, -1.531], [0.418, 3.011, 1.416], [0.760, 4.136, 0.102], [0.970, 0.697, 0.253], [4.564, 1.480, -0.203], [6.259, -0.283, -0.407], [6.892, -2.614, -0.018], [5.978, -3.290, -1.365], [5.654, -3.845, 0.276], [3.247, -3.259, 0.093], [1.550, -1.501, 0.303], [-1.201, 1.689, 1.874], [-2.658, 1.440, 0.892], [-2.327, -0.415, 2.517], [-0.711, -0.709, 1.865]], "mulliken_charge": [-1.176, -0.362, -0.206, -0.172, -0.623, 0.698, -1.049, -0.813, 0.222, -0.821, -0.733, 0.567, -0.673, -0.023, 0.819, -0.342, -0.861, 0.803, -1.398, -0.985, -0.273, -0.849, -1.230, 0.287, 0.309, 0.422, 0.358, 0.347, 0.380, 0.477, 0.324, 0.483, 0.371, 0.380, 0.450, 0.278, 0.382, 0.030, 0.525, 0.366, 0.368, 0.276, 0.367, 0.363, 0.141, 0.494, 0.427, 0.464, 0.411], "gap_ha": 0.3189, "relative_energy_kcal_mol": 18.37, "max_force_ev_per_a": 0.646, "homo_ev": -8.022, "smiles": "CCOC(=O)C1CCN(CCC(=O)Nc2ccc(C)cc2)CC1", "charge": 0, "multiplicity": 1}

***

{"formula": "C7H10N2O", "method": "ωB97M-V with the def2-TZVPD basis set", "elements": ["C", "C", "C", "C", "C", "C", "C", "N", "N", "O", "H", "H", "H", "H", "H", "H", "H", "H", "H", "H"], "positions_angstrom": [[-1.613, -0.683, -2.400], [-0.450, -0.244, -1.877], [-1.919, -0.751, -0.275], [1.758, -0.527, 0.032], [1.040, -0.978, 1.309], [0.453, 0.023, 0.350], [0.156, 1.841, 0.980], [-2.501, -0.967, -1.387], [-0.592, -0.378, -0.512], [1.066, 2.148, 1.897], [-1.999, -0.811, -3.384], [0.453, -0.141, -2.438], [-2.444, -0.940, 0.694], [2.661, 0.031, 0.086], [1.793, -1.223, -0.914], [0.685, -1.989, 1.475], [1.368, -0.638, 2.372], [-0.927, 1.875, 1.165], [0.429, 2.283, 0.035], [0.582, 2.070, 2.791]], "mulliken_charge": [-0.482, -0.415, 0.039, -0.691, -0.828, 0.665, -0.576, -0.625, 0.114, -0.471, 0.444, 0.407, 0.340, 0.263, 0.301, 0.278, 0.183, 0.349, 0.341, 0.362], "gap_ha": 0.3289, "relative_energy_kcal_mol": 91.73, "max_force_ev_per_a": 5.852, "homo_ev": -8.428, "charge": 0, "multiplicity": 1}

***

{"formula": "C21H37CsN3O5Si3", "method": "ωB97M-V with the def2-TZVPD basis set", "elements": ["Cs", "O", "C", "O", "C", "C", "C", "C", "C", "N", "C", "O", "O", "H", "H", "H", "H", "C", "O", "Si", "C", "C", "C", "Si", "C", "C", "C", "Si", "C", "C", "C", "H", "H", "H", "H", "H", "H", "H", "H", "H", "H", "H", "H", "H", "H", "H", "H", "H", "H", "H", "H", "H", "H", "H", "H", "H", "H", "H", "C", "N", "C", "C", "N", "C", "H", "H", "H", "H", "H", "H"], "positions_angstrom": [[-0.516, 1.251, -0.044], [5.176, 3.138, -0.924], [3.832, 3.062, -0.593], [3.099, 2.413, -1.288], [3.329, 3.932, 0.528], [4.106, 4.924, 1.085], [3.551, 5.715, 2.118], [2.196, 5.494, 2.487], [1.482, 4.497, 1.853], [2.062, 3.726, 0.947], [0.019, 4.301, 2.319], [-0.422, 5.178, 3.083], [-0.610, 3.296, 1.912], [5.287, 2.537, -1.654], [5.149, 5.070, 0.870], [4.043, 6.506, 2.650], [1.699, 6.104, 3.255], [-3.961, -1.513, -0.839], [-2.655, -1.593, -0.396], [-1.523, -2.693, -1.129], [-2.369, -4.396, -0.854], [-1.754, -2.173, -2.984], [0.129, -2.527, -0.406], [0.592, -3.230, 1.208], [1.433, -5.015, 1.261], [-0.971, -3.548, 2.252], [1.907, -2.206, 2.045], [1.520, -2.537, -1.644], [1.650, -4.301, -2.417], [1.492, -1.356, -3.167], [3.253, -2.361, -0.939], [-4.434, -2.484, -1.142], [-4.049, -0.867, -1.749], [-4.561, -1.063, -0.090], [-3.032, -4.633, -1.710], [-2.933, -4.525, 0.078], [-1.519, -5.074, -0.768], [-2.810, -2.353, -3.312], [-1.053, -2.608, -3.693], [-1.628, -1.078, -3.048], [0.920, -5.792, 0.667], [1.402, -5.337, 2.313], [2.490, -4.935, 0.906], [-1.326, -4.570, 2.070], [-1.725, -2.855, 1.757], [-0.886, -3.282, 3.302], [2.846, -2.426, 1.556], [2.026, -2.446, 3.116], [1.776, -1.147, 2.004], [0.756, -4.650, -2.927], [1.813, -5.018, -1.584], [2.448, -4.295, -3.174], [0.610, -1.280, -3.777], [2.289, -1.737, -3.852], [1.766, -0.363, -2.810], [3.703, -3.190, -0.397], [3.463, -1.541, -0.271], [3.877, -2.143, -1.846], [-3.366, 5.007, 2.055], [-3.673, 4.420, 0.771], [-4.628, 3.431, 0.555], [-4.364, 2.958, -0.692], [-3.294, 3.610, -1.252], [-2.907, 4.452, -0.339], [-4.316, 5.077, 2.605], [-2.967, 6.009, 1.821], [-2.613, 4.434, 2.610], [-5.316, 3.215, 1.346], [-4.931, 2.226, -1.256], [-2.074, 5.155, -0.433]], "mulliken_charge": [1.073, -0.474, 0.250, -0.524, 0.469, -0.486, -0.458, -0.385, 0.540, -0.074, -0.033, -0.774, -0.655, 0.337, 0.421, 0.425, 0.423, -0.874, -0.457, -0.263, -1.219, -1.213, 1.146, 0.174, -1.168, -1.027, -1.134, 0.026, -1.090, -0.948, -1.303, 0.235, 0.231, 0.309, 0.410, 0.303, 0.285, 0.332, 0.422, 0.290, 0.311, 0.360, 0.266, 0.248, 0.117, 0.418, 0.302, 0.320, 0.317, 0.305, 0.227, 0.369, 0.385, 0.248, 0.226, 0.409, 0.416, 0.233, -0.780, 0.190, -0.089, -0.644, -0.572, -0.146, 0.289, 0.288, 0.297, 0.392, 0.401, 0.357], "gap_ha": 0.2230, "relative_energy_kcal_mol": 0.00, "max_force_ev_per_a": 2.404, "homo_ev": -4.029, "charge": -1, "multiplicity": 1}

***

Asked for molecular weight across the records above, the calculation gives 86.14; 318.42; 138.17; 628.71 u in order.